C18H34N4OS5Tm | ωB97M-V/def2-TZVPD

Each line ends with the natural charge from an NBO analysis.
Element x y z (Å)
1 Tm -16.76 3.16 -0.71  1.364
2 C -16.78 3.68 2.67  -0.224
3 C -18.27 3.33 2.47  -0.238
4 N -18.54 2.80 1.13  -0.669
5 C -19.86 3.24 0.61  -0.244
6 C -19.93 4.75 0.31  -0.520
7 S -18.42 5.53 -0.37  0.305
8 C -17.64 6.27 1.11  -0.540
9 C -16.22 5.74 1.42  -0.230
10 N -16.14 4.28 1.48  -0.673
11 H -16.66 4.30 3.55  0.210
12 H -16.23 2.74 2.90  0.194
13 H -18.56 2.61 3.22  0.216
14 H -18.90 4.19 2.67  0.204
15 H -18.55 1.78 1.10  0.403
16 H -20.02 2.69 -0.33  0.256
17 H -20.67 3.02 1.27  0.199
18 H -20.69 4.89 -0.44  0.261
19 H -20.18 5.28 1.22  0.219
20 H -17.53 7.35 0.96  0.246
21 H -18.29 6.15 1.96  0.219
22 H -15.54 6.07 0.60  0.220
23 H -15.88 6.22 2.35  0.204
24 H -15.16 4.02 1.49  0.402
25 S -18.85 0.56 -4.16  0.005
26 C -18.07 1.49 -3.08  -0.484
27 S -18.60 3.12 -2.62  -0.342
28 S -16.62 0.95 -2.22  -0.345
29 C -12.20 2.63 -0.26  -0.610
30 C -13.13 1.63 0.43  0.111
31 C -12.86 0.18 0.05  -0.628
32 C -13.06 1.73 1.95  -0.633
33 N -14.49 2.00 -0.03  -0.506
34 N -15.64 1.33 0.58  -0.684
35 H -11.16 2.42 0.01  0.235
36 H -12.52 3.64 0.02  0.214
37 H -12.27 2.55 -1.34  0.214
38 H -11.92 -0.13 0.44  0.229
39 H -12.86 0.09 -1.03  0.222
40 H -13.60 -0.49 0.48  0.207
41 H -12.01 1.48 2.25  0.245
42 H -13.70 0.98 2.42  0.208
43 H -13.32 2.71 2.36  0.204
44 H -14.56 1.69 -1.01  0.403
45 H -15.53 1.45 1.57  0.366
46 H -15.65 0.33 0.42  0.392
47 C -13.87 5.32 -3.68  -0.823
48 S -15.37 4.46 -3.50  1.325
49 O -15.69 4.52 -1.98  -1.031
50 C -16.57 5.64 -4.14  -0.279
51 C -16.68 6.90 -3.58  -0.155
52 C -17.70 7.74 -3.98  -0.220
53 C -18.61 7.30 -4.93  -0.171
54 C -18.54 6.04 -5.43  -0.201
55 C -17.49 5.19 -5.07  -0.162
56 H -13.91 6.32 -3.30  0.244
57 H -13.68 5.35 -4.79  0.266
58 H -13.11 4.75 -3.16  0.250
59 H -15.98 7.23 -2.85  0.205
60 H -17.79 8.74 -3.59  0.225
61 H -19.40 8.01 -5.22  0.230
62 H -19.31 5.68 -6.13  0.238
63 H -17.43 4.18 -5.47  0.248

- Spin multiplicity: 3
- HOMO level (spin up / spin down): -9.3212 / -9.3236 eV
- E_tot: -4076.5663 Eh
- HOMO-LUMO gap (spin up / spin down): 6.930 / 6.932 eV
- Charge: +1
- Expectation value of S²: 2.00
- Energy above the lowest of the compared OMol25 structures with the same formula, charge and spin: 0.000 eV



C18H34O18 | ωB97M-V/def2-TZVPD

Each line ends with the natural charge from an NBO analysis.
Element x y z (Å)
1 C 4.68 -2.42 -2.80  -0.256
2 O 3.61 -2.16 -1.89  -0.498
3 C 3.80 -2.63 -0.65  0.984
4 O 4.72 -3.31 -0.29  -0.639
5 O 2.79 -2.20 0.10  -0.503
6 C 2.81 -2.58 1.47  -0.257
7 H 4.96 -3.47 -2.79  0.199
8 H 5.54 -1.80 -2.57  0.189
9 H 4.31 -2.15 -3.79  0.197
10 H 2.36 -3.56 1.60  0.182
11 H 2.23 -1.86 2.04  0.203
12 H 3.83 -2.67 1.84  0.204
13 C 1.69 0.75 0.24  -0.269
14 O 1.39 1.77 1.19  -0.538
15 C 2.29 2.75 1.31  1.002
16 O 3.31 2.83 0.68  -0.633
17 O 1.96 3.61 2.27  -0.498
18 C 0.66 3.54 2.86  -0.254
19 H 2.75 0.54 0.20  0.210
20 H 1.33 1.05 -0.74  0.191
21 H 1.16 -0.16 0.51  0.208
22 H 0.61 2.65 3.48  0.182
23 H -0.10 3.52 2.08  0.201
24 H 0.53 4.45 3.42  0.197
25 C 2.35 5.01 -1.87  -0.266
26 O 1.25 5.90 -1.84  -0.483
27 C 0.28 5.56 -1.01  0.989
28 O 0.30 4.61 -0.26  -0.669
29 O -0.69 6.47 -1.10  -0.487
30 C -1.79 6.29 -0.24  -0.262
31 H 2.85 4.95 -0.91  0.211
32 H 3.05 5.36 -2.62  0.198
33 H 2.05 4.00 -2.14  0.190
34 H -2.65 6.80 -0.66  0.198
35 H -1.62 6.78 0.73  0.185
36 H -2.03 5.25 -0.06  0.197
37 C -0.49 -1.40 -1.64  -0.289
38 O -0.65 -0.07 -2.05  -0.530
39 C -1.69 0.28 -2.82  0.987
40 O -2.49 -0.43 -3.32  -0.569
41 O -1.70 1.62 -3.06  -0.519
42 C -1.29 2.49 -2.02  -0.252
43 H -0.68 -2.21 -2.35  0.217
44 H -1.14 -1.74 -0.83  0.184
45 H 0.48 -1.56 -1.18  0.211
46 H -1.35 3.54 -2.30  0.195
47 H -0.28 2.26 -1.71  0.192
48 H -1.94 2.42 -1.14  0.170
49 C -0.95 -4.04 3.33  -0.266
50 O -1.66 -2.82 3.21  -0.501
51 C -1.22 -1.95 2.31  0.991
52 O -0.27 -2.12 1.58  -0.667
53 O -2.00 -0.88 2.37  -0.493
54 C -1.62 0.25 1.56  -0.253
55 H -0.43 -4.03 4.29  0.194
56 H -0.27 -4.19 2.50  0.214
57 H -1.66 -4.87 3.37  0.187
58 H -0.77 0.75 2.02  0.196
59 H -2.49 0.89 1.49  0.199
60 H -1.33 -0.07 0.57  0.200
61 O -3.03 -3.67 -2.60  -0.551
62 C -3.39 -4.07 -1.55  0.966
63 O -3.80 -3.26 -0.53  -0.492
64 C -4.25 -4.06 0.57  -0.101
65 C -3.88 -5.49 0.16  -0.098
66 O -3.53 -5.38 -1.21  -0.486
67 H -3.76 -3.70 1.48  0.196
68 H -5.32 -3.91 0.71  0.188
69 H -4.68 -6.22 0.30  0.200
70 H -3.02 -5.84 0.73  0.178

- HOMO level: -10.4515 eV
- E_tot: -2060.6065 Eh
- HOMO-LUMO gap: 10.787 eV
- Charge: 0
- Energy above the lowest of the compared OMol25 structures with the same formula, charge and spin: 0.000 eV



C18H34O3 | ωB97M-V/def2-TZVPD

Each line ends with the natural charge from an NBO analysis.
Element x y z (Å)
1 C 1.10 -4.06 -4.85  -0.601
2 C 1.46 -2.67 -4.34  -0.390
3 C 1.89 -2.69 -2.88  -0.392
4 C 2.18 -1.29 -2.35  -0.386
5 C 2.48 -1.29 -0.85  -0.388
6 C 2.65 0.12 -0.29  -0.389
7 C 2.64 0.14 1.24  -0.384
8 C 2.57 1.57 1.79  -0.444
9 C 2.17 1.57 3.23  -0.182
10 C 1.18 2.27 3.78  -0.180
11 C 0.27 3.25 3.10  -0.445
12 C -1.14 3.26 3.70  -0.382
13 C -1.91 1.95 3.54  -0.401
14 C -2.15 1.54 2.08  -0.410
15 C -1.18 0.44 1.64  -0.390
16 C -1.16 0.19 0.14  -0.406
17 C -2.45 -0.48 -0.39  -0.006
18 O -3.55 0.39 -0.42  -0.710
19 C -2.14 -0.97 -1.80  0.778
20 O -2.53 -0.40 -2.79  -0.609
21 O -1.37 -2.04 -1.82  -0.679
22 H 1.95 -4.72 -4.78  0.204
23 H 0.29 -4.49 -4.26  0.195
24 H 0.78 -4.02 -5.89  0.210
25 H 0.60 -2.00 -4.46  0.184
26 H 2.26 -2.26 -4.95  0.200
27 H 1.11 -3.14 -2.27  0.190
28 H 2.79 -3.31 -2.78  0.198
29 H 1.32 -0.65 -2.53  0.190
30 H 3.03 -0.85 -2.89  0.198
31 H 3.38 -1.88 -0.66  0.198
32 H 1.66 -1.79 -0.33  0.192
33 H 3.58 0.56 -0.66  0.199
34 H 1.83 0.74 -0.65  0.191
35 H 3.52 -0.37 1.63  0.200
36 H 1.76 -0.42 1.59  0.196
37 H 1.87 2.15 1.20  0.200
38 H 3.55 2.04 1.69  0.214
39 H 2.76 0.92 3.86  0.196
40 H 1.01 2.17 4.85  0.195
41 H 0.70 4.25 3.23  0.218
42 H 0.22 3.06 2.03  0.200
43 H -1.71 4.07 3.22  0.200
44 H -1.07 3.50 4.76  0.198
45 H -1.37 1.16 4.06  0.198
46 H -2.87 2.08 4.04  0.207
47 H -2.03 2.41 1.43  0.192
48 H -3.17 1.18 1.95  0.221
49 H -0.17 0.73 1.95  0.209
50 H -1.43 -0.49 2.16  0.197
51 H -0.33 -0.47 -0.10  0.213
52 H -1.02 1.13 -0.39  0.206
53 H -2.71 -1.33 0.25  0.197
54 H -3.59 0.78 -1.31  0.490
55 H -1.14 -2.29 -2.74  0.502

- HOMO level: -9.1512 eV
- E_tot: -931.9921 Eh
- HOMO-LUMO gap: 9.929 eV
- Charge: 0
- Energy above the lowest of the compared OMol25 structures with the same formula, charge and spin: 0.978 eV



Question: Which formula does entry 1 have?
Answer: C18H34N4OS5Tm



Copy entry 1 word for word.
C18H34N4OS5Tm | ωB97M-V/def2-TZVPD

Each line ends with the natural charge from an NBO analysis.
Element x y z (Å)
1 Tm -16.76 3.16 -0.71  1.364
2 C -16.78 3.68 2.67  -0.224
3 C -18.27 3.33 2.47  -0.238
4 N -18.54 2.80 1.13  -0.669
5 C -19.86 3.24 0.61  -0.244
6 C -19.93 4.75 0.31  -0.520
7 S -18.42 5.53 -0.37  0.305
8 C -17.64 6.27 1.11  -0.540
9 C -16.22 5.74 1.42  -0.230
10 N -16.14 4.28 1.48  -0.673
11 H -16.66 4.30 3.55  0.210
12 H -16.23 2.74 2.90  0.194
13 H -18.56 2.61 3.22  0.216
14 H -18.90 4.19 2.67  0.204
15 H -18.55 1.78 1.10  0.403
16 H -20.02 2.69 -0.33  0.256
17 H -20.67 3.02 1.27  0.199
18 H -20.69 4.89 -0.44  0.261
19 H -20.18 5.28 1.22  0.219
20 H -17.53 7.35 0.96  0.246
21 H -18.29 6.15 1.96  0.219
22 H -15.54 6.07 0.60  0.220
23 H -15.88 6.22 2.35  0.204
24 H -15.16 4.02 1.49  0.402
25 S -18.85 0.56 -4.16  0.005
26 C -18.07 1.49 -3.08  -0.484
27 S -18.60 3.12 -2.62  -0.342
28 S -16.62 0.95 -2.22  -0.345
29 C -12.20 2.63 -0.26  -0.610
30 C -13.13 1.63 0.43  0.111
31 C -12.86 0.18 0.05  -0.628
32 C -13.06 1.73 1.95  -0.633
33 N -14.49 2.00 -0.03  -0.506
34 N -15.64 1.33 0.58  -0.684
35 H -11.16 2.42 0.01  0.235
36 H -12.52 3.64 0.02  0.214
37 H -12.27 2.55 -1.34  0.214
38 H -11.92 -0.13 0.44  0.229
39 H -12.86 0.09 -1.03  0.222
40 H -13.60 -0.49 0.48  0.207
41 H -12.01 1.48 2.25  0.245
42 H -13.70 0.98 2.42  0.208
43 H -13.32 2.71 2.36  0.204
44 H -14.56 1.69 -1.01  0.403
45 H -15.53 1.45 1.57  0.366
46 H -15.65 0.33 0.42  0.392
47 C -13.87 5.32 -3.68  -0.823
48 S -15.37 4.46 -3.50  1.325
49 O -15.69 4.52 -1.98  -1.031
50 C -16.57 5.64 -4.14  -0.279
51 C -16.68 6.90 -3.58  -0.155
52 C -17.70 7.74 -3.98  -0.220
53 C -18.61 7.30 -4.93  -0.171
54 C -18.54 6.04 -5.43  -0.201
55 C -17.49 5.19 -5.07  -0.162
56 H -13.91 6.32 -3.30  0.244
57 H -13.68 5.35 -4.79  0.266
58 H -13.11 4.75 -3.16  0.250
59 H -15.98 7.23 -2.85  0.205
60 H -17.79 8.74 -3.59  0.225
61 H -19.40 8.01 -5.22  0.230
62 H -19.31 5.68 -6.13  0.238
63 H -17.43 4.18 -5.47  0.248

- Spin multiplicity: 3
- HOMO level (spin up / spin down): -9.3212 / -9.3236 eV
- E_tot: -4076.5663 Eh
- HOMO-LUMO gap (spin up / spin down): 6.930 / 6.932 eV
- Charge: +1
- Expectation value of S²: 2.00
- Energy above the lowest of the compared OMol25 structures with the same formula, charge and spin: 0.000 eV